1.
{"formula": "C28H57FNO9P4S", "method": "ωB97M-V/def2-TZVPD", "symbols": ["C", "C", "C", "C", "C", "P", "C", "C", "C", "C", "N", "P", "O", "O", "P", "C", "C", "C", "C", "O", "C", "S", "C", "C", "C", "C", "C", "C", "C", "C", "C", "C", "F", "P", "O", "O", "O", "O", "H", "H", "H", "H", "H", "H", "H", "H", "H", "H", "H", "H", "H", "H", "H", "H", "H", "H", "H", "H", "H", "H", "H", "H", "H", "H", "H", "H", "H", "H", "H", "H", "H", "H", "H", "H", "H", "H", "H", "H", "H", "H", "H", "H", "H", "H", "H", "C", "O", "C", "C", "O", "C", "H", "H", "H", "H", "H", "H", "H", "H", "H", "H"], "xyz": [[-5.06, -4.78, 2.01], [-5.15, -3.31, 1.59], [-4.57, -3.04, 0.21], [-3.05, -3.29, 0.12], [-2.27, -2.24, 0.93], [-0.54, -1.53, 0.44], [-0.70, -1.93, -1.39], [-0.45, -3.34, -1.96], [1.00, -3.62, -2.39], [1.55, -4.98, -1.99], [2.67, -5.35, -2.90], [0.67, -3.41, 1.07], [-0.57, -4.50, 1.31], [1.08, -3.11, 2.65], [1.60, -0.68, 0.07], [2.99, -0.94, 1.23], [2.96, -0.23, 2.60], [1.98, 0.85, -0.88], [0.99, 1.34, -1.95], [-1.27, 0.05, 0.15], [-1.44, 0.93, 1.19], [-0.25, 2.35, 1.24], [-2.85, 1.50, 1.02], [-3.28, 2.62, 1.98], [-3.37, 4.03, 1.36], [-2.56, 5.09, 2.05], [-2.72, 5.33, 3.41], [-1.98, 6.30, 4.06], [-1.06, 7.05, 3.35], [-0.89, 6.83, 2.00], [-1.64, 5.86, 1.36], [-1.15, 0.10, 2.52], [-0.34, 0.92, 3.39], [-2.56, -0.27, 3.71], [-3.95, -0.25, 3.22], [-2.09, -1.68, 4.29], [-2.39, 0.74, 4.95], [-0.45, -0.97, 2.21], [-5.37, -5.44, 1.20], [-4.05, -5.04, 2.33], [-5.74, -4.96, 2.85], [-4.67, -2.68, 2.34], [-6.20, -3.02, 1.59], [-4.75, -1.99, -0.06], [-5.07, -3.65, -0.55], [-2.86, -4.28, 0.53], [-2.80, -3.33, -0.94], [-2.95, -1.40, 1.08], [-2.12, -2.66, 1.92], [-0.06, -1.26, -1.97], [-1.72, -1.63, -1.63], [-0.85, -4.15, -1.34], [-1.05, -3.37, -2.88], [1.07, -3.57, -3.48], [1.65, -2.84, -1.99], [0.78, -5.76, -2.07], [1.91, -4.93, -0.96], [3.32, -5.95, -2.40], [3.19, -4.51, -3.10], [-0.23, -5.19, 1.90], [1.97, -3.45, 2.76], [3.18, -2.01, 1.34], [3.86, -0.56, 0.68], [2.71, -0.92, 3.41], [2.25, 0.59, 2.59], [3.95, 0.19, 2.83], [2.95, 0.69, -1.36], [2.15, 1.70, -0.20], [0.55, 2.28, -1.62], [0.16, 0.68, -2.17], [1.53, 1.57, -2.87], [-0.82, 2.96, 0.19], [-3.56, 0.69, 1.08], [-2.87, 1.87, -0.01], [-2.65, 2.65, 2.87], [-4.28, 2.35, 2.33], [-4.42, 4.34, 1.32], [-3.04, 3.98, 0.32], [-3.42, 4.73, 3.97], [-2.12, 6.46, 5.12], [-0.46, 7.81, 3.85], [-0.17, 7.41, 1.44], [-1.49, 5.69, 0.30], [-2.54, -1.85, 5.13], [-3.27, 1.04, 5.20], [6.66, 2.26, -6.59], [6.83, 2.76, -5.28], [5.69, 3.43, -4.77], [4.89, 2.56, -3.83], [4.31, 1.45, -4.51], [5.02, 0.24, -4.29], [7.50, 1.60, -6.80], [5.73, 1.69, -6.68], [6.65, 3.07, -7.32], [5.05, 3.77, -5.59], [6.04, 4.31, -4.22], [4.06, 3.15, -3.42], [5.51, 2.22, -3.00], [4.83, -0.14, -3.28], [6.09, 0.37, -4.43], [4.64, -0.48, -5.01]], "charge": -1, "multiplicity": 1, "energy_ev": -100588.524}



2.
{"formula": "C24H42AsCl5CoN2Si4", "method": "ωB97M-V/def2-TZVPD", "symbols": ["Co", "C", "C", "C", "C", "C", "C", "N", "N", "Si", "C", "C", "C", "H", "H", "H", "H", "H", "H", "H", "H", "H", "H", "H", "H", "H", "H", "H", "Cl", "C", "C", "C", "Cl", "C", "Cl", "C", "Cl", "C", "Cl", "C", "Si", "C", "C", "As", "Si", "C", "C", "C", "Si", "C", "C", "C", "H", "H", "H", "H", "H", "H", "H", "H", "H", "H", "H", "H", "H", "H", "H", "H", "H", "H", "H", "H", "H", "H", "H", "H", "H", "H", "H"], "xyz": [[-0.68, -0.25, 0.64], [-1.88, -3.69, -0.75], [-2.37, -2.36, -1.26], [-3.27, -2.29, -2.36], [-3.78, -1.07, -2.78], [-3.46, 0.08, -2.08], [-2.56, -0.04, -0.99], [-1.98, -1.26, -0.66], [-2.16, 0.96, -0.17], [-3.41, 2.19, 0.39], [-3.66, 3.47, -0.91], [-2.88, 2.97, 1.95], [-4.92, 1.19, 0.69], [-2.72, -4.21, -0.28], [-1.10, -3.56, 0.00], [-1.52, -4.32, -1.57], [-3.55, -3.21, -2.87], [-4.46, -1.03, -3.62], [-3.86, 1.05, -2.35], [-2.73, 4.02, -1.13], [-4.40, 4.20, -0.53], [-4.05, 3.07, -1.85], [-1.94, 3.53, 1.84], [-2.76, 2.23, 2.75], [-3.67, 3.68, 2.25], [-5.40, 0.86, -0.25], [-5.65, 1.79, 1.25], [-4.69, 0.30, 1.29], [-2.38, -2.63, 2.43], [-1.55, -1.39, 3.34], [-0.81, -0.46, 2.65], [-0.19, 0.51, 3.44], [0.73, 1.77, 2.65], [-0.27, 0.54, 4.83], [0.54, 1.76, 5.73], [-1.03, -0.43, 5.48], [-1.15, -0.42, 7.19], [-1.69, -1.40, 4.73], [-2.64, -2.59, 5.52], [0.54, -0.75, -3.48], [1.85, -1.35, -2.32], [1.51, -3.09, -1.80], [3.48, -1.32, -3.15], [1.56, -0.05, -0.36], [2.06, 2.16, -1.09], [0.49, 2.70, -1.91], [3.46, 2.08, -2.27], [2.49, 3.30, 0.30], [3.16, -0.96, 1.15], [2.32, -2.48, 1.79], [3.61, 0.17, 2.53], [4.67, -1.39, 0.19], [0.41, -1.47, -4.31], [0.82, 0.21, -3.93], [-0.43, -0.62, -2.98], [1.32, -3.72, -2.68], [0.65, -3.15, -1.13], [2.38, -3.51, -1.27], [3.42, -2.01, -4.00], [4.29, -1.66, -2.49], [3.75, -0.33, -3.53], [0.31, 2.13, -2.83], [0.54, 3.77, -2.17], [-0.36, 2.55, -1.24], [3.14, 1.70, -3.25], [4.26, 1.43, -1.90], [3.88, 3.09, -2.42], [1.61, 3.61, 0.87], [2.96, 4.19, -0.14], [3.21, 2.84, 0.99], [1.34, -2.22, 2.21], [2.92, -2.94, 2.58], [2.18, -3.21, 0.99], [2.84, 0.20, 3.30], [3.79, 1.20, 2.19], [4.54, -0.20, 2.97], [4.51, -2.28, -0.44], [5.50, -1.61, 0.88], [4.98, -0.57, -0.46]], "charge": 1, "multiplicity": 5, "energy_ev": -221137.520}